ORCA calculation (wB97M-V/def2-TZVPD) on 2 unconnected molecules or ions with the total composition C4H9PS in a non-equilibrium geometry.

XYZ file:
```
15
Properties=species:S:1:pos:R:3:forces:R:3:mulliken_charge:R:1
C 0.61262 -0.89732 -0.54564 -0.1237 3.0516 0.5316 0.662
C 0.64277 -2.38921 -0.51292 -0.6567 0.7539 1.6146 -1.091
C -0.65280 -0.23477 -1.16751 -0.7421 -0.5588 1.3314 -1.006
C -0.64028 2.76846 1.90560 -1.3522 -1.0798 0.7376 -0.931
P 1.31745 0.01624 0.99258 -0.1555 -0.1966 -1.9240 -0.102
S 2.08926 0.19757 -1.00262 -0.7448 -1.1181 1.3638 -0.255
H 0.68726 -2.70002 -1.51982 0.3474 -1.0520 -1.0734 0.311
H -0.39610 -2.64443 -0.11178 1.5721 -0.2024 -0.2291 0.288
H 1.49247 -2.70040 0.14750 -0.9343 -0.2962 -0.8119 0.384
H -1.56076 -0.91355 -1.08525 0.9535 0.9895 0.2394 0.270
H -0.58869 0.05266 -2.18224 0.6116 -0.4755 -1.5439 0.340
H -0.81543 0.78013 -0.76287 -0.2354 -0.6879 0.5983 0.210
H -1.27300 2.14172 2.62641 1.0243 1.0192 -1.5103 0.280
H -0.93802 3.04330 0.90334 -0.3651 -0.5301 -0.0090 0.313
H 0.02325 3.47962 2.31522 0.8009 0.3831 0.6849 0.326
```
Forces are in eV/Å.

Its highest occupied orbital energy (alpha / beta) is -8.746 / -7.646 eV. The HOMO-LUMO gap (alpha / beta) is 0.297 / 0.286 Eh. The calculation puts the energy relative to the best compared isomer or geometry (same formula, charge and spin) at 359.6 kJ/mol.

---

ORCA calculation (wB97M-V/def2-TZVPD) on a single C4HClF2 molecule in a non-equilibrium geometry.

XYZ file:
```
8
Properties=species:S:1:pos:R:3:forces:R:3:mulliken_charge:R:1
C -1.34356 -0.67117 -0.26191 -2.7046 -2.0482 1.5274 0.433
C -0.07328 -0.48755 -0.04983 3.5797 -0.4230 -0.9746 0.323
C 0.54275 0.76436 0.28317 8.3459 4.3790 0.7190 -0.242
C 1.67326 1.49300 0.44039 -9.4707 -5.9779 -1.2291 -0.344
H 2.30174 2.31748 0.47270 0.8999 0.9928 0.1936 0.393
F -1.99432 -1.85260 -0.33602 1.2413 1.0746 -0.7411 -0.222
F -2.22873 0.23914 0.00984 -0.3921 0.8482 -0.2151 -0.179
Cl 1.12215 -1.80266 -0.55833 -1.4994 1.1545 0.7200 -0.161
```
Forces are in eV/Å.

Its highest occupied orbital energy is -9.514 eV. The HOMO-LUMO gap is 0.341 Eh. The calculation puts the energy relative to the best compared isomer or geometry (same formula, charge and spin) at 152.3 kJ/mol.

---

ORCA calculation (wB97M-V/def2-TZVPD) on a single C4HClF2O molecule in a non-equilibrium geometry.

XYZ file:
```
9
Properties=species:S:1:pos:R:3:forces:R:3:mulliken_charge:R:1
C 0.90297 0.00793 0.14631 2.6526 1.7276 -0.7616 0.183
C 0.17896 1.11300 0.06931 -0.9710 3.8561 -0.6120 -0.295
C -1.21552 0.62427 0.02561 1.5987 7.2784 -0.1496 0.600
C -1.14368 -0.62410 -0.02917 -1.4934 -4.5949 0.3069 0.202
H 0.51449 2.22205 -0.14822 -0.7120 -2.6771 0.8454 0.277
O 0.10515 -1.03225 0.09771 1.1571 -4.1790 -0.0579 -0.256
F -2.26785 1.42213 -0.03220 -0.4383 0.0044 -0.0266 -0.288
F -2.15381 -1.46984 -0.06483 0.6480 -0.7322 0.0026 -0.258
Cl 2.71193 -0.01536 -0.06074 -2.4416 -0.6834 0.4526 -0.166
```
Forces are in eV/Å.

Its highest occupied orbital energy is -9.581 eV. The HOMO-LUMO gap is 0.373 Eh. The calculation puts the energy relative to the best compared isomer or geometry (same formula, charge and spin) at 27.5 kJ/mol.